# 1
Below is a structure of composition CCuF3MgNO4S3 at a distorted geometry, with properties calculated with ωB97M-V/def2-TZVPD.

The geometry in XYZ format:
```
14
CCuF3MgNO4S3, DFT ωB97M-V/def2-TZVPD
Cu -0.0066 1.2238 2.0471
N 1.1491 -0.0874 1.4427
S 0.9853 -0.7621 0.1309
O -0.1049 -0.4378 -0.8999
C 2.3067 -0.1053 -1.0143
F 3.4998 -0.1864 -0.4485
F 1.9866 1.1710 -1.2571
F 2.3218 -0.7718 -2.1596
Mg -1.5865 0.7704 -0.7548
S -2.9844 1.0099 1.9548
O -1.5753 1.3310 1.0962
S -3.4937 -0.8313 0.5666
O -3.3575 -0.0478 -0.8502
O 0.8596 -2.2761 0.1461
```

multiplicity: 2
⟨S²⟩: 0.76
HOMO (alpha / beta): -8.4620 / -8.4030 eV
gap between HOMO and LUMO (alpha / beta): 0.255 / 0.187 Eh



# 2
Below is a cluster of 2 separate species, C3H9NS2 in total at a distorted geometry, with properties calculated with ωB97M-V/def2-TZVPD.

The geometry in XYZ format:
```
15
C3H9NS2, DFT ωB97M-V/def2-TZVPD
C -0.3258 -1.7898 1.7902
S -1.2536 -0.2706 2.2016
S 0.2425 1.0504 1.6077
H 0.1204 -1.7211 0.7808
H -1.0378 -2.5615 2.0541
H 0.5433 -1.9771 2.4352
H -0.5382 2.0526 1.0785
C -0.5714 1.1256 -1.8332
C 1.3761 -0.0062 -1.0629
N 0.2461 -0.1334 -1.6881
H -1.5155 0.9605 -1.1927
H -0.9806 1.1277 -2.8776
H -0.1239 2.1282 -1.5876
H 1.9525 -0.9840 -0.8091
H 1.8660 0.9986 -0.8969
```

HOMO: -8.3322 eV
gap between HOMO and LUMO: 0.323 Eh
structure (SMILES): C=NC.CSS



# 3
Below is a structure of composition C29H49BeBrN2OP2 at a distorted geometry, with properties calculated with ωB97M-V/def2-TZVPD.

The geometry in XYZ format:
```
85
C29H49BeBrN2OP2, DFT ωB97M-V/def2-TZVPD
N -5.5506 3.9928 -3.9790
C -5.5802 4.3925 -2.7026
C -5.0219 3.6448 -1.6614
C -4.2457 2.4906 -1.9786
C -4.2789 2.0716 -3.3380
C -4.9540 2.8389 -4.2867
C -3.3419 1.8388 -1.0640
Be -1.9218 0.2521 -0.0457
P 5.1868 -0.8016 0.3718
C -2.1745 1.1273 -1.5115
C -0.8663 1.8496 -1.5629
C 0.2282 1.3392 -2.3093
C 1.5312 1.5621 -1.8503
C 1.7135 2.3887 -0.7047
C 0.6568 3.2518 -0.3196
C -0.6382 2.9590 -0.7197
Br 2.8378 1.8961 0.6906
H -3.5544 1.9895 -0.0076
H -2.3291 0.4183 -2.3419
H -5.1278 3.9870 -0.6329
H -3.7445 1.1812 -3.6588
H -6.0688 5.3561 -2.5125
H -4.9854 2.4902 -5.3212
H 0.0226 0.7852 -3.2202
H -1.4807 3.5254 -0.3275
H 2.3726 1.0937 -2.3504
H 0.8472 4.0738 0.3693
P -1.3347 -1.8338 -0.2548
C 5.9477 0.8470 0.6006
C 7.2960 1.0287 -0.1051
H 6.0609 0.9985 1.6891
H 5.1952 1.5491 0.2228
H 7.5990 2.0809 -0.0624
H 8.0798 0.4380 0.3811
H 7.2407 0.7342 -1.1591
C 4.3394 -0.6919 -1.2304
C 4.9619 -1.7990 -2.1044
H 4.5113 0.3095 -1.6523
H 3.2630 -0.8324 -1.0736
H 4.4442 -1.9063 -3.0628
H 6.0186 -1.5890 -2.3114
H 4.9200 -2.7663 -1.5834
C 4.0915 -1.1542 1.7673
C 4.9290 -1.8572 2.8508
H 3.2959 -1.8022 1.3790
H 3.6484 -0.2068 2.1102
H 4.2989 -2.5096 3.4640
H 5.7088 -2.4804 2.3854
H 5.4172 -1.1317 3.5088
C -1.0000 -2.7692 1.3009
C -1.2825 -4.2751 1.2941
H -1.6007 -2.2899 2.0889
H 0.0554 -2.5840 1.5485
H -2.3450 -4.4895 1.4684
H -0.9739 -4.7743 0.3660
H -0.7256 -4.7407 2.1162
C -0.0672 -2.4353 -1.4433
C -0.3661 -2.3021 -2.9386
H 0.1279 -3.4863 -1.1840
H 0.8494 -1.8682 -1.2067
H -1.4215 -2.4729 -3.1898
H -0.0743 -1.3141 -3.3116
H 0.2289 -3.0411 -3.4908
C -2.9398 -2.5071 -0.8287
C -4.0947 -2.1724 0.1240
H -2.8263 -3.5949 -0.9669
H -3.1228 -2.0627 -1.8169
H -4.8238 -1.5251 -0.3794
H -4.6230 -3.0824 0.4346
H -3.7808 -1.6523 1.0396
C -1.2568 0.4934 4.7048
N -1.2115 0.6744 3.2541
C 0.0699 0.5934 2.5553
C -2.2874 0.9425 2.5453
C -3.5652 1.2665 3.2281
O -2.1757 0.9529 1.2568
H -0.3149 0.0478 5.0188
H -2.0794 -0.1813 4.9864
H -1.3930 1.4470 5.2432
H 0.0518 -0.2041 1.7961
H 0.3148 1.5437 2.0590
H 0.8450 0.3663 3.2895
H -3.3787 2.0633 3.9708
H -4.3100 1.6126 2.5101
H -3.9670 0.4013 3.7733
```

charge: +2
HOMO: -11.1760 eV
gap between HOMO and LUMO: 0.111 Eh



# 4
Below is a cluster of 6 separate species, C48H65FN5O7 in total at a distorted geometry, with properties calculated with ωB97M-V/def2-TZVPD.

The geometry in XYZ format:
```
126
C48H65FN5O7, DFT ωB97M-V/def2-TZVPD
C 6.0601 -0.0695 2.0573
C 6.0543 0.2705 0.4874
O 4.8484 1.0369 0.1011
C 5.2621 1.8034 -1.0545
C 4.0515 2.3933 -1.9301
O 2.7323 2.1740 -1.3273
C 1.8661 3.1042 -2.0175
N 0.4161 2.8517 -1.7916
C -0.2384 3.6647 -0.6873
C -0.2915 2.6577 0.5992
C 0.1742 3.3440 1.9749
C -0.8977 3.1978 3.1833
C -1.5261 1.7266 3.3251
O -0.5439 0.6601 3.3203
C -1.1441 -0.6165 3.1926
C -0.2145 -1.9468 3.1913
O -2.3868 -0.8186 3.0620
C -0.2895 1.9641 -2.5054
N -1.7265 1.7868 -2.2673
N 0.3645 1.1328 -3.5580
C -0.6929 0.3423 -4.3229
C -0.0870 -0.5015 -5.5446
O 1.2013 0.0418 -5.9978
C 0.1638 -2.0571 -5.2349
N -0.9664 -2.7504 -4.5491
C 1.1268 0.0513 -2.8329
O 2.3057 -0.1442 -3.1947
N 0.5308 -0.7144 -1.7087
C 1.6787 -0.9869 -0.7802
O 1.8685 -0.2456 0.1906
F 2.5817 -2.0764 -0.9999
H 5.8048 -1.1786 2.1657
H 7.1306 0.1276 2.4330
H 5.3283 0.6292 2.5959
H 6.0742 -0.6498 -0.1972
H 6.9446 0.9343 0.1699
H 5.9160 2.6833 -0.7028
H 5.8426 1.0719 -1.7419
H 4.0463 1.9769 -2.9997
H 4.2445 3.5337 -2.0301
H 2.0562 3.0567 -3.1461
H 2.1945 4.1625 -1.6819
H 0.3751 4.6058 -0.5000
H -1.3141 3.9544 -0.9276
H 0.3888 1.7663 0.3793
H -1.3838 2.3094 0.6681
H 0.5158 4.4389 1.8691
H 1.1213 2.7702 2.3165
H -1.7804 3.8921 2.8949
H -0.4646 3.5746 4.1688
H -2.3230 1.6312 2.4926
H -2.1248 1.7131 4.3161
H -0.3349 -2.5428 2.2206
H -0.5397 -2.6022 4.0731
H 0.8703 -1.6065 3.2945
H -2.2901 2.5683 -2.6374
H -1.9439 1.5847 -1.2818
H -1.2934 -0.3596 -3.6504
H -1.4294 1.1129 -4.7710
H -0.7888 -0.4577 -6.4638
H 1.7662 -0.7439 -6.2066
H 1.1308 -2.2689 -4.6446
H 0.2882 -2.5750 -6.2666
H -0.6253 -3.5565 -3.9904
H -1.6940 -3.0571 -5.2079
H 0.2903 -1.6494 -2.0911
C -1.6525 7.1975 -1.6361
C -0.4263 6.9287 -2.2370
C 0.5395 7.9264 -2.3269
C 0.2823 9.1913 -1.8066
C -0.9424 9.4590 -1.2025
C -1.9116 8.4639 -1.1208
H -2.4071 6.4200 -1.5692
H -0.2232 5.9396 -2.6371
H 1.4928 7.7185 -2.8014
H 1.0366 9.9680 -1.8722
H -1.1420 10.4448 -0.7956
H -2.8680 8.6747 -0.6548
C 2.3793 5.1166 6.5998
C 3.4501 5.7511 5.9780
C 4.0685 5.1596 4.8808
C 3.6094 3.9371 4.3989
C 2.5359 3.3039 5.0185
C 1.9235 3.8915 6.1215
H 1.8995 5.5764 7.4574
H 3.8037 6.7073 6.3494
H 4.9077 5.6514 4.4003
H 4.0886 3.4780 3.5402
H 2.1766 2.3512 4.6413
H 1.0901 3.3953 6.6080
C -4.7117 -3.9817 1.8564
C -3.6428 -3.3374 1.2410
C -3.0164 -3.9214 0.1438
C -3.4654 -5.1457 -0.3442
C -4.5366 -5.7877 0.2691
C -5.1572 -5.2083 1.3719
H -5.1979 -3.5281 2.7137
H -3.2970 -2.3797 1.6173
H -2.1782 -3.4220 -0.3322
H -2.9801 -5.5988 -1.2026
H -4.8877 -6.7411 -0.1122
H -5.9889 -5.7120 1.8530
C -8.6364 -6.8830 -0.9966
C -7.5675 -6.2391 -1.6122
C -6.9409 -6.8228 -2.7091
C -7.3900 -8.0467 -3.1967
C -8.4614 -8.6888 -2.5833
C -9.0820 -8.1095 -1.4808
H -9.1226 -6.4292 -0.1393
H -7.2217 -5.2816 -1.2362
H -6.1032 -6.3236 -3.1848
H -6.9047 -8.4996 -4.0549
H -8.8124 -9.6422 -2.9645
H -9.9136 -8.6129 -0.9996
C 4.6269 -5.9713 2.0646
C 3.5535 -6.0071 2.9494
C 2.5309 -5.0696 2.8422
C 2.5771 -4.1015 1.8432
C 3.6485 -4.0678 0.9560
C 4.6757 -4.9998 1.0689
H 5.4257 -6.7004 2.1506
H 3.5143 -6.7661 3.7238
H 1.6975 -5.0937 3.5364
H 1.7772 -3.3730 1.7564
H 3.6831 -3.3142 0.1769
H 5.5137 -4.9701 0.3806
```

charge: +1
HOMO: -10.4971 eV
gap between HOMO and LUMO: 0.237 Eh



# 5
Below is a cluster of 2 separate species, C20H18N4O2 in total at a distorted geometry, with properties calculated with ωB97M-V/def2-TZVPD.

The geometry in XYZ format:
```
44
C20H18N4O2, DFT ωB97M-V/def2-TZVPD
C 2.8971 2.8929 -1.3324
C 2.6194 1.4431 -1.2703
N 3.5893 0.4906 -1.2069
C 3.0043 -0.7729 -1.1146
C 1.6085 -0.6067 -1.1236
C 0.7779 -1.7123 -0.9259
C 1.3462 -2.9529 -0.7709
C 2.7332 -3.1159 -0.7885
C 3.5696 -2.0374 -0.9518
C 1.3514 0.8146 -1.2456
C 0.1071 1.4714 -1.1624
C -1.1816 0.8480 -1.2360
C -1.4978 -0.1796 -2.1516
C -2.7315 -0.7849 -2.1259
C -3.6991 -0.4093 -1.1993
C -5.0053 -1.1198 -1.1374
C -3.4076 0.6298 -0.3216
C -2.1914 1.2629 -0.3475
H 1.9796 3.4806 -1.3733
H 3.4611 3.2108 -0.4537
H 3.4817 3.1250 -2.2240
H 4.5966 0.6525 -1.1608
H -0.2856 -1.5790 -0.8671
H 0.7088 -3.8088 -0.6277
H 3.1504 -4.0999 -0.6545
H 4.6394 -2.1416 -0.9363
H 0.1273 2.5069 -0.8598
H -0.7638 -0.4675 -2.8865
H -2.9704 -1.5573 -2.8357
H -5.6589 -0.6737 -0.3877
H -5.5233 -1.0834 -2.0963
H -4.8605 -2.1670 -0.8701
H -4.1518 0.9310 0.3934
H -1.9630 2.0431 0.3595
N 0.3784 0.9996 2.0546
C 1.3391 1.4107 2.8836
N 1.1012 1.1001 4.1460
C -0.0864 0.4413 4.1306
N -0.7579 -0.1093 5.2926
O -1.8505 -0.6608 5.1304
O -0.2136 -0.0050 6.3951
C -0.5304 0.3852 2.8287
H 2.2211 1.9500 2.5596
H -1.4585 -0.0453 2.4715
```

HOMO: -7.0479 eV
gap between HOMO and LUMO: 0.169 Eh



# 6
Below is a structure of composition C41H33As2N2O4W, with properties calculated with ωB97M-V/def2-TZVPD.

The geometry in XYZ format:
```
83
C41H33As2N2O4W, DFT ωB97M-V/def2-TZVPD
W -0.0923 -0.3151 0.1142
O 3.4300 1.0717 -1.2693
C 2.2758 0.8758 -1.0937
O 1.7599 -0.0786 -0.2521
C 1.1278 1.6172 -1.7540
C 1.2063 2.7034 -2.6051
C 0.0134 3.2590 -3.0743
C -1.2089 2.7042 -2.6892
C -1.1891 1.6189 -1.8342
N -0.0458 1.1280 -1.3818
C -2.3789 0.8474 -1.2857
O -3.5141 0.9965 -1.5821
O -1.9135 -0.0946 -0.3973
H 2.1744 3.0955 -2.8837
H 0.0363 4.1180 -3.7290
H -2.1553 3.0945 -3.0365
C -1.2288 -3.6768 -0.4852
C -0.4508 -3.9232 0.8007
As -0.2339 -2.2820 1.8509
C -1.9111 -2.2721 2.8055
C -2.2279 -3.3724 3.6012
C -3.4406 -3.4162 4.2695
C -4.3425 -2.3655 4.1413
C -4.0269 -1.2708 3.3533
C -2.8078 -1.2213 2.6875
C 1.0712 -2.7152 3.1816
C 0.8698 -2.2338 4.4661
C 1.9180 -2.2591 5.3775
C 3.1132 -2.8749 5.0512
C 3.2915 -3.4092 3.7817
C 2.2925 -3.2851 2.8267
As -0.2630 -2.4081 -1.6310
C 1.0470 -3.5187 -2.4837
C 2.1645 -3.9182 -1.7513
C 3.1132 -4.7491 -2.3267
C 2.9599 -5.1679 -3.6415
C 1.8627 -4.7501 -4.3783
C 0.9045 -3.9225 -3.8064
C -1.5302 -1.9789 -3.0116
C -2.7802 -2.5822 -3.1005
C -3.6768 -2.1778 -4.0809
C -3.3293 -1.1777 -4.9767
C -2.0787 -0.5804 -4.8993
C -1.1848 -0.9755 -3.9151
H -2.2122 -3.2480 -0.2713
H -1.3695 -4.6038 -1.0441
H 0.5448 -4.3174 0.5836
H -0.9542 -4.6484 1.4421
H -1.5308 -4.1940 3.7279
H -3.6817 -4.2677 4.8912
H -5.2898 -2.4023 4.6619
H -4.7223 -0.4480 3.2562
H -2.5653 -0.3526 2.0873
H -0.0678 -1.7772 4.7483
H 2.0927 -2.0323 7.4401
H 3.9210 -2.9014 5.7719
H 4.2299 -3.8797 3.5224
H 2.4785 -3.6392 1.8195
H 2.3217 -3.5628 -0.7387
H 3.9767 -5.0586 -1.7536
H 3.7019 -5.8110 -4.0946
H 1.7457 -5.0679 -5.4057
H 0.0489 -3.6146 -4.3951
H -3.0712 -3.3665 -2.4144
H -4.6492 -2.6471 -4.1440
H -4.0331 -0.8658 -5.7362
H -1.8003 0.1926 -5.6035
H -0.2047 -0.5088 -3.8686
C -0.1278 1.3896 1.5151
C 0.2836 1.1462 2.9331
C -0.6243 1.1277 3.9884
C -0.2276 0.7710 5.2724
C 1.0821 0.3750 5.5161
C 2.0253 0.5194 4.4933
C 1.6274 0.8994 3.2281
C 1.4160 -0.2764 6.8024
N 1.7974 -1.5265 6.6140
H 0.5789 2.1199 1.0908
H -1.1192 1.8558 1.4572
H -1.6610 1.3862 3.8061
H -0.9513 0.7353 6.0775
H 3.0648 0.2779 4.6786
H 2.3724 0.9733 2.4409
```

charge: +1
HOMO (alpha / beta): -9.5742 / -9.5734 eV
gap between HOMO and LUMO (alpha / beta): 0.208 / 0.209 Eh